Molecular formula: C25H48Br6FIN2O2PS
Method: DFT, wB97M-V/def2-TZVPD

The calculation puts the LUMO energy at -3.03 eV. For the energy relative to the best compared isomer or geometry (same formula, charge and spin), the calculation gives 0.000 eV. The total energy comes out at -484966.12298 eV. As for the net charge: +1.

Geometry (Å):
C (3.48795, 2.54021, 0.37913)
C (3.07015, 2.23239, -1.07362)
C (1.55692, 2.50967, -1.25700)
I (1.41419, 4.46080, -2.17908)
C (0.74652, 1.38883, -1.87481)
N (-0.72057, 1.49737, -1.60115)
C (-1.33762, 2.57783, -1.29438)
C (-1.44195, 3.20063, 0.07864)
C (-2.20566, 3.28888, -2.32410)
N (0.62743, 1.24695, -3.37859)
S (1.93266, 1.64540, -4.48675)
C (-0.06043, -0.11637, -3.52724)
C (-1.37764, -0.11012, -4.28014)
C (-2.06226, -1.48738, -4.20163)
C (-3.26388, -1.51424, -3.24761)
C (-3.12304, -2.52938, -2.13139)
O (-3.81528, -2.43660, -1.18347)
O (-2.23517, -3.52316, -2.26259)
C (-0.12309, -0.81947, -2.15675)
C (0.97122, -0.06612, -1.25884)
C (0.68403, -0.12674, 0.24503)
C (0.45149, -1.54654, 0.75839)
F (-0.38049, -1.42091, 1.86863)
P (2.41379, -1.27817, -1.53157)
C (3.43544, -0.85168, -3.03754)
C (3.70532, -1.09745, -0.17753)
C (4.48483, -2.44763, -0.20927)
H (3.15603, 1.77904, 1.08044)
H (4.54347, 2.77090, 0.46534)
H (2.96362, 3.45821, 0.65887)
H (3.66069, 2.90784, -1.68253)
H (3.38591, 1.22593, -1.33006)
H (1.17629, 2.64085, -0.25302)
H (-2.38843, 2.82825, 0.47400)
H (-0.64943, 2.78442, 0.69683)
H (-1.42817, 4.28300, 0.03599)
H (-1.60414, 3.90000, -2.99543)
H (-2.95544, 3.93224, -1.86705)
H (-2.73738, 2.56764, -2.94422)
H (-0.12764, 1.87123, -3.67621)
H (1.48272, 2.72653, -5.16647)
H (0.63682, -0.66861, -4.15974)
H (-2.02404, 0.58098, -3.73335)
H (-1.29613, 0.28990, -5.29103)
H (-1.33692, -2.25813, -3.95776)
H (-2.41227, -1.71971, -5.20380)
H (-3.46956, -0.56689, -2.75868)
H (-4.15228, -1.78846, -3.81179)
H (-1.66718, -3.53882, -1.45044)
H (0.29193, -1.79934, -2.39893)
H (-1.07047, -1.08106, -1.69290)
H (1.51781, 0.34260, 0.76461)
H (-0.20224, 0.44326, 0.51579)
H (1.34979, -2.03037, 1.12858)
H (-0.06520, -2.18662, 0.04771)
H (2.86633, -1.14635, -3.91419)
H (3.76740, 0.18335, -3.08306)
H (4.31059, -1.49119, -2.95785)
H (3.25456, -1.03345, 0.80636)
H (4.44047, -0.32618, -0.39769)
H (3.83337, -3.28072, -0.45759)
H (5.22183, -2.38247, -1.01091)
H (5.04428, -2.60802, 0.70659)
Br (3.80705, 6.37472, 1.36353)
C (2.29531, 6.91879, 2.46260)
C (2.26939, 6.17515, 3.76948)
Br (1.62710, 4.34978, 3.53310)
H (1.40028, 6.76003, 1.86960)
H (2.43250, 7.98501, 2.62939)
H (1.56748, 6.63856, 4.45931)
H (3.24517, 6.10819, 4.23934)
Br (-1.26137, -3.83754, 0.63462)
C (-2.64530, -3.33713, 1.91111)
C (-2.48638, -4.08782, 3.20392)
Br (-3.09993, -5.92746, 3.04145)
H (-3.59867, -3.51303, 1.42302)
H (-2.51490, -2.26854, 2.06919)
H (-3.10875, -3.64654, 3.97681)
H (-1.45955, -4.12816, 3.55207)
Br (-3.53098, -6.45510, 8.73610)
C (-4.43460, -4.83016, 8.16641)
C (-4.01994, -4.42735, 6.77703)
Br (-2.24830, -3.61406, 6.76758)
H (-4.21711, -4.07023, 8.91003)
H (-5.49592, -5.06787, 8.19201)
H (-4.68847, -3.66215, 6.38636)
H (-3.98592, -5.26391, 6.08472)